# 1
ORCA calculation (ωB97M-V/def2-TZVPD) on C3H5NO2 in the gas phase.

Calculated values
* orbital gap: 10.247 eV
* structure (SMILES): [H]/N=C(/C=O)OC
* energy relative to the best compared isomer or geometry (same formula, charge and spin): 173.6 kJ/mol
* E_tot: -8775.895 eV

Structure (XYZ):
```
11
C3H5NO2 | the Open Molecules 2025 dataset | ωB97M-V/def2-TZVPD
O -0.368 -0.912 0.228
O 0.624 1.823 0.654
N -1.610 0.130 -1.396
C -0.714 0.164 -0.499
C 0.933 -1.012 0.817
C -0.136 1.537 -0.238
H -0.523 2.278 -0.960
H 1.086 -0.247 1.578
H 1.710 -0.932 0.049
H -1.969 -0.822 -1.494
H 0.968 -2.007 1.261
```

=====

# 2
ORCA calculation (ωB97M-V/def2-TZVPD) on C3H5N3OS in the gas phase at a distorted geometry.

Calculated values
* orbital gap: 8.690 eV
* structure (SMILES): [H]/N=C(\NC=S)ON=C
* energy relative to the best compared isomer or geometry (same formula, charge and spin): 620.7 kJ/mol
* E_tot: -20539.226 eV

Structure (XYZ):
```
13
C3H5N3OS | the Open Molecules 2025 dataset | ωB97M-V/def2-TZVPD
S 2.870 -0.458 -0.017
O -1.525 0.683 0.627
N 0.614 0.949 -0.267
N -2.589 -0.417 0.153
N -0.292 -1.329 0.093
C 1.999 0.890 -0.125
C -3.831 -0.028 -0.374
C -0.306 -0.024 0.143
H -4.618 -0.861 -0.837
H 0.738 -1.611 -0.564
H -3.894 1.104 -0.690
H 2.585 1.894 -0.157
H 0.162 1.893 -0.214
```

=====

# 3
ORCA calculation (ωB97M-V/def2-TZVPD) on a molecular structure, C16H47Cd2N4O7 at a distorted geometry.

Calculated values
* orbital gap: 8.983 eV
* E_tot: -46768.614 eV
* charge: +1

Structure (XYZ):
```
76
C16H47Cd2N4O7 | the Open Molecules 2025 dataset | ωB97M-V/def2-TZVPD
Cd 0.605 1.856 -0.094
Cd -0.140 0.256 2.727
O 1.750 0.613 1.472
O -0.112 -4.781 -0.672
O -1.168 -1.035 1.456
O -0.993 0.095 5.011
O -0.640 2.082 1.757
O -2.394 -0.115 -4.101
O 1.851 3.204 -2.288
N 0.225 -3.153 -3.024
N -0.348 -0.111 -0.933
N 1.448 3.862 0.266
N 1.547 0.635 4.646
C -2.364 0.247 5.114
C -1.607 -0.213 -1.761
C -0.278 -5.377 -1.916
C -0.261 0.256 6.267
C 1.585 2.634 -3.644
C 2.125 0.446 7.125
C 0.897 4.829 -0.717
C -2.668 0.652 -1.112
C 0.822 6.294 -0.477
C -2.021 -0.830 -5.248
C -1.299 0.097 -3.184
C -0.790 -5.039 -4.315
C 1.058 -5.348 -0.051
C -0.681 -4.337 -3.044
C 1.703 4.650 -2.057
C 1.202 -0.004 5.957
H 1.287 5.103 -2.918
H 2.610 0.312 1.218
H 2.374 2.909 -4.310
H 0.721 -6.271 0.393
H 1.150 3.966 1.227
H 1.551 1.545 -3.544
H -1.274 -1.620 -4.958
H -2.759 -0.189 4.149
H 0.628 2.960 -3.948
H -1.650 -0.189 -6.038
H 1.858 -5.529 -0.862
H 1.784 6.661 -0.008
H -2.912 -1.220 -5.681
H -0.074 4.463 -1.035
H 2.347 0.187 4.219
H -1.054 1.146 -3.271
H -2.943 0.403 -0.053
H 0.096 6.563 0.332
H -1.575 2.038 1.422
H 2.133 1.556 7.200
H -1.227 -4.458 -5.181
H 1.701 1.589 4.843
H 1.816 -0.007 8.078
H 0.638 6.798 -1.442
H -2.076 -1.181 -1.803
H -0.850 -1.969 1.577
H 0.642 -5.852 -2.210
H 1.105 -3.327 -3.506
H 0.291 -0.618 -1.517
H 1.555 -4.625 0.619
H 1.370 -1.063 5.735
H -2.637 1.290 5.145
H -0.423 1.306 6.682
H -0.431 -0.515 -3.473
H 0.160 -5.413 -4.742
H 0.559 -3.001 -2.088
H -3.503 0.636 -1.733
H -2.802 -0.298 5.960
H -1.057 -6.163 -1.836
H -2.281 1.667 -1.125
H -1.660 -4.002 -2.656
H 2.732 5.030 -2.008
H -0.485 -0.601 -0.051
H -1.439 -5.890 -4.265
H 2.467 3.888 0.245
H 3.097 0.011 7.037
H -0.613 -0.394 7.024
```

=====

# 4
ORCA calculation (ωB97M-V/def2-TZVPD) on C5H7NO in the gas phase at a distorted geometry.

Calculated values
* orbital gap: 11.013 eV
* structure (SMILES): C[C@H](C#N)CC=O
* energy relative to the best compared isomer or geometry (same formula, charge and spin): 83.2 kJ/mol
* E_tot: -8835.341 eV

Structure (XYZ):
```
14
C5H7NO | the Open Molecules 2025 dataset | ωB97M-V/def2-TZVPD
O 1.989 0.511 1.634
N -2.346 1.438 -1.454
C -0.999 -1.161 0.367
C 0.828 0.483 -0.498
C -1.568 0.949 -0.752
C 1.961 0.146 0.482
C -0.576 0.299 0.121
H -1.025 -1.733 -0.567
H -0.312 -1.651 1.062
H -0.575 0.835 1.078
H 0.903 1.508 -0.885
H 2.770 -0.492 0.054
H 0.933 -0.071 -1.435
H -2.001 -1.196 0.808
```